(1)
C23H48NO2P3Rh | wB97M-V/def2-TZVPD

The calculation puts the LUMO energy (spin up / spin down) at -7.35 / -12.91 eV. The calculation puts the energy above the lowest of the compared OMol25 structures with the same formula, charge and spin at 113.3 kcal per mole. The frontier orbital gap (spin up / spin down) is 6.439 / 3.290 eV.

The geometry in ORCA input format:
```
! RIJCOSX wB97M-V def2-TZVPD def2/J DEFGRID3
* xyz 3 5
Rh -1.34976 -1.74503 -0.86560
P 0.17807 -2.15535 0.89563
P 0.27073 -0.78956 -2.29242
P -3.10460 -2.16473 0.42635
H -0.04174 2.01553 0.53953
C -0.69824 2.11420 1.42543
C -0.47927 1.23250 2.42773
H 0.51330 0.83876 2.61400
C 1.85498 -1.44904 1.21319
C 0.56379 -3.77571 0.08814
C -0.28115 -2.66935 2.60479
C 0.27890 0.91525 -2.93675
C 2.03114 -1.22746 -2.08747
C -0.69814 -1.98613 -3.30109
C -3.46661 -1.65811 2.15062
C -2.88301 -3.98791 0.42615
C -4.56438 -1.76669 -0.59471
H -1.69921 2.52985 1.23137
H -1.27874 0.83272 3.06256
H 2.04282 -1.40145 2.29720
H 1.95512 -0.43053 0.79844
H 2.58877 -2.11955 0.73018
H 0.83872 -3.61485 -0.96603
H -0.33623 -4.40233 0.13898
H 1.39185 -4.19785 0.66994
H -0.54834 -1.78770 3.21265
H 0.61343 -3.15653 3.03647
H -1.11641 -3.38588 2.59827
H 0.58711 1.01210 -3.99047
H 0.97848 1.52716 -2.34109
H -0.72554 1.36603 -2.83746
H 2.56369 -1.34185 -3.03951
H 2.11473 -2.16583 -1.52010
H 2.51312 -0.42070 -1.50269
H -0.54869 -1.93301 -4.37177
H -1.77881 -1.77452 -3.09075
H -0.49892 -3.00854 -2.93296
H -4.51901 -1.84905 2.41633
H -3.27439 -0.58556 2.27064
H -2.84215 -2.19045 2.87714
H -3.84436 -4.50035 0.45888
H -2.27202 -4.31648 1.26686
H -2.37032 -4.24959 -0.50405
H -5.40486 -2.43750 -0.45349
H -4.26233 -1.81435 -1.64031
H -4.90440 -0.74551 -0.41147
C -3.55589 1.26738 -1.82765
C -3.59361 1.89943 -3.07856
C -4.71576 2.62535 -3.42837
C -5.75321 2.77150 -2.50886
C -5.61015 2.36452 -1.18256
C -4.46228 1.64410 -0.79983
O -2.78215 0.14324 -1.80125
H -2.31862 -0.24746 -0.87805
H -2.77987 1.65529 -3.75653
H -4.75287 3.04946 -4.41987
H -6.66548 3.24165 -2.80623
H -6.36215 2.59500 -0.43098
H -4.27045 1.37520 0.24709
O 2.53545 1.32682 -0.03567
C 3.36344 2.03248 0.54349
C 3.42198 2.15189 2.04974
C 4.66400 1.41774 2.56293
C 5.98152 2.21497 2.52668
C 6.47508 2.52563 1.11306
C 5.49978 3.39956 0.34454
N 4.30832 2.71642 -0.16241
H 3.40325 3.21361 2.33515
H 2.51663 1.68529 2.46231
H 4.48487 1.07825 3.59210
H 4.79862 0.50949 1.94704
H 5.86296 3.16078 3.07643
H 6.74058 1.61244 3.05062
H 7.41032 3.08661 1.19869
H 6.71761 1.60439 0.56950
H 5.19538 4.22811 0.99604
H 5.99364 3.81233 -0.54116
H 4.16194 2.65946 -1.15468
*
```

(2)
C21H39Cl3GdN7O3Si | wB97M-V/def2-TZVPD

The calculation puts the LUMO energy (spin up / spin down) at 0.18 / -2.46 eV. The calculation puts the energy above the lowest of the compared OMol25 structures with the same formula, charge and spin at 0.0 kcal per mole. The frontier orbital gap (spin up / spin down) is 8.885 / 6.243 eV.

The geometry in ORCA input format:
```
! RIJCOSX wB97M-V def2-TZVPD def2/J DEFGRID3
* xyz 0 8
C -0.33668 4.27634 1.21341
C -0.87840 4.44663 -0.16620
H 0.54683 4.90115 1.36954
H -0.06240 3.23066 1.38408
H -1.09091 4.55761 1.95906
C -0.70268 5.55863 -0.90440
C 0.06329 6.76418 -0.46171
H -1.17264 5.65430 -1.88860
H 1.02240 6.51000 0.01069
H -0.50733 7.39440 0.23819
H 0.28582 7.36975 -1.35072
Gd 0.40659 -2.41325 2.71519
Cl -1.56869 -3.62614 3.91680
Cl -1.05168 -0.32318 2.88664
C -1.68636 -3.29443 0.42340
O -0.43703 -3.31133 0.60944
N -2.26374 -3.45057 -0.76502
C -1.49307 -3.81893 -1.94931
C -3.67926 -3.13729 -0.93810
H -2.36736 -3.15787 1.27958
H -0.63876 -4.43650 -1.66008
H -1.12551 -2.94217 -2.49929
H -2.15915 -4.38621 -2.60790
H -4.15875 -3.21191 0.04590
H -4.11839 -3.86771 -1.63051
H -3.82587 -2.12058 -1.33345
H 4.74193 0.00475 4.19151
H 2.75234 0.66850 1.84734
C 5.22353 -0.45573 3.31269
C 3.74465 0.37254 1.48653
N 4.26204 -0.75690 2.25698
H 5.74773 -1.36587 3.63810
C 3.60552 -1.92317 2.16996
O 2.52628 -2.04467 1.52774
H 3.67846 0.07510 0.43424
H 4.03930 -2.78120 2.71057
H 5.94546 0.25377 2.89595
H 4.46149 1.18361 1.61200
O -0.62376 2.16990 -0.71541
C -1.59585 3.21641 -0.71749
C -1.45873 3.58791 -3.23019
C -2.24533 3.45989 -2.07770
H -0.37896 3.44878 -3.14662
C -2.05591 3.93029 -4.44454
H -2.36401 2.94005 0.02453
C -3.63313 3.65530 -2.14974
H -1.43786 3.99418 -5.33439
C -3.42630 4.20027 -4.51030
C -4.21923 4.04432 -3.35493
H -4.23307 3.52638 -1.23031
H -3.87997 4.51985 -5.43902
H -5.29364 4.23394 -3.40195
Si -0.38157 0.67392 -1.40964
Cl 1.96075 -1.52024 4.64346
C 0.83047 0.85073 -2.81790
C -2.04129 0.01895 -1.96767
C 0.38960 -0.35377 -0.08781
H 0.40876 1.44711 -3.63504
H 1.08474 -0.14449 -3.21067
H 1.75475 1.33664 -2.47431
H 1.09895 0.20708 0.53042
H 0.88109 -1.24957 -0.49209
H -0.44145 -0.64503 0.57630
H -2.55843 0.75917 -2.59880
H -2.67423 -0.16541 -1.08255
H -1.96159 -0.91149 -2.54581
N 3.56980 -7.40442 2.51373
N 2.73548 -6.46502 3.11080
N 1.60274 -6.91399 3.71336
C 0.85610 -5.81140 3.69136
N 1.43718 -4.77460 3.04854
N 2.63356 -5.22479 2.61303
H 4.49837 -7.01666 2.42280
H 3.56597 -8.24288 3.08096
H -0.13300 -5.77363 4.12535
*
```

(3)
C32H52BrIrN2O7SSi | wB97M-V/def2-TZVPD

The calculation puts the LUMO energy (spin up / spin down) at -9.29 / -11.62 eV. The frontier orbital gap (spin up / spin down) is 7.418 / 5.136 eV.

The geometry in ORCA input format:
```
! RIJCOSX wB97M-V def2-TZVPD def2/J DEFGRID3
* xyz 3 2
Ir 0.26574 -0.78957 0.19446
C 3.04712 0.45969 1.20331
O 1.73717 -0.05433 1.59548
C 1.43369 -0.18603 2.90296
C 2.28239 -0.02331 3.95697
C 1.74216 -0.17745 5.24449
Br 2.83219 0.01440 6.71420
C 0.37364 -0.46682 5.44797
C -0.49492 -0.61587 4.39461
C 0.03700 -0.47587 3.07007
O -0.67143 -0.54926 2.00501
C -1.91422 -0.89343 4.60610
N -2.85051 -0.96676 3.65740
C -4.08447 -1.24151 4.23108
C -5.35174 -1.41131 3.67966
C -6.36671 -1.68117 4.56911
C -6.13727 -1.78090 5.95724
C -4.88566 -1.61277 6.50413
C -3.86054 -1.33864 5.60317
N -2.50129 -1.11632 5.78635
H 3.81787 -0.23868 1.52303
H 3.18163 1.44266 1.64928
H 3.01980 0.52926 0.12140
H 3.32814 0.21947 3.83310
H 0.03907 -0.55281 6.47257
H -2.65733 -0.82326 2.67463
H -5.53202 -1.33093 2.61729
H -7.37253 -1.82035 4.19784
H -6.97301 -1.99440 6.60906
H -4.71469 -1.68667 7.56914
H -2.03793 -1.12259 6.68209
C 2.06890 3.88189 -2.36756
C 0.57602 4.14560 -2.51531
C -0.26534 3.41660 -1.46951
S -0.24809 1.62883 -1.76618
O -0.29244 1.08694 -0.28572
C -1.90945 1.35700 -2.41730
C -1.95734 1.56104 -3.93275
C -0.97253 0.69463 -4.70988
H 2.62030 4.28848 -3.21288
H 2.28667 2.81069 -2.32737
H 2.45928 4.34779 -1.46177
H 0.22974 3.89041 -3.51985
H 0.36783 5.20995 -2.39410
H -1.30440 3.74161 -1.45956
H 0.15053 3.51942 -0.46575
H -2.58700 2.03279 -1.89487
H -2.13316 0.32761 -2.13691
H -1.81775 2.61968 -4.16490
H -2.98149 1.33205 -4.23422
H 0.05550 1.04536 -4.60317
H -1.21085 0.71973 -5.77203
H -1.01329 -0.34535 -4.38189
C -3.37882 -1.71224 -0.01852
C -3.39468 -2.77901 -1.10521
C -3.87476 -2.21041 -2.43166
C -4.24574 -3.96259 -0.67568
O -2.05317 -3.29078 -1.25347
Si -0.66197 -2.95510 -1.97889
O -0.22474 -1.35295 -1.46522
O -0.64690 -2.79753 -3.55779
C -0.54208 -3.75644 -4.68243
C 0.81034 -4.44000 -4.60586
C -0.66680 -2.91017 -5.93308
C -1.68374 -4.74991 -4.55978
O 0.47614 -3.96011 -1.42000
C 0.94014 -4.30483 -0.12190
C -0.13733 -5.04106 0.66126
C 2.18280 -5.16454 -0.30228
C 1.35603 -3.00804 0.59429
H -4.39254 -1.34058 0.14165
H -2.74875 -0.86268 -0.29104
H -3.01222 -2.15876 0.91183
H -4.85375 -1.74484 -2.31593
H -3.96067 -3.00349 -3.17232
H -3.17732 -1.46191 -2.81765
H -5.29121 -3.66632 -0.58229
H -3.90641 -4.35582 0.28420
H -4.18189 -4.75790 -1.41671
H 1.61233 -3.70203 -4.64119
H 0.92735 -5.10969 -5.45796
H 0.90615 -5.03283 -3.69693
H 0.15549 -2.19750 -5.99609
H -1.61403 -2.36981 -5.94107
H -0.63481 -3.54961 -6.81501
H -1.62320 -5.30149 -3.61775
H -1.63174 -5.47471 -5.37193
H -2.64634 -4.24282 -4.62140
H -0.37028 -5.98429 0.16966
H -1.05504 -4.45236 0.71355
H 0.21092 -5.26576 1.67074
H 1.90944 -6.08380 -0.81794
H 2.62009 -5.43259 0.66006
H 2.92560 -4.64216 -0.90536
H 0.31756 -2.48818 0.73604
H 2.14489 -2.52130 0.02574
H 1.68816 -3.18166 1.61784
*
```

(4)
C33H33N7O4SSeTeZr | wB97M-V/def2-TZVPD

The calculation puts the LUMO energy (spin up / spin down) at -1.56 / -1.57 eV. The calculation puts the energy above the lowest of the compared OMol25 structures with the same formula, charge and spin at 30.9 kcal per mole. The frontier orbital gap (spin up / spin down) is 5.943 / 5.939 eV.

The geometry in ORCA input format:
```
! RIJCOSX wB97M-V def2-TZVPD def2/J DEFGRID3
* xyz 0 1
Zr 0.48072 -0.76147 -1.01970
C 0.10180 -0.56775 4.87190
C 0.59659 -1.83214 4.58323
C 1.11336 -2.11468 3.32562
C 1.14005 -1.13173 2.33823
C 0.65486 0.13971 2.63872
C 0.13655 0.41875 3.89420
N 1.57165 -1.42350 1.02626
C 2.88241 -1.52516 0.79519
C 3.91883 -1.33959 1.76421
C 5.23131 -1.34404 1.40681
C 5.64831 -1.54051 0.06602
C 4.71020 -1.74737 -0.89008
C 3.33343 -1.76677 -0.55226
N 2.35169 -1.90610 -1.48458
N 2.67421 -2.11696 -2.69644
C 1.57898 -2.22499 -3.55431
C 1.84385 -2.35627 -4.91256
C 0.78324 -2.53320 -5.77464
C -0.50326 -2.60293 -5.25419
C -0.67317 -2.44229 -3.89395
N 0.33982 -2.24242 -3.04417
H -0.30056 -0.34954 5.85212
H 0.57774 -2.60594 5.34022
H 1.49683 -3.10317 3.09836
H 0.70107 0.89609 1.86528
H -0.24022 1.41169 4.11038
H 3.63787 -1.15238 2.79119
H 5.98202 -1.17119 2.16847
H 6.69708 -1.48804 -0.18899
H 4.97254 -1.86125 -1.93132
H 2.86909 -2.30006 -5.24724
H 0.95000 -2.61016 -6.84078
H -1.36559 -2.75357 -5.88627
H -1.66348 -2.45164 -3.46260
N -0.01079 -3.17198 -0.39068
C -1.33583 -3.80338 -0.49909
C -2.25412 -3.29943 0.60180
C -2.61829 -1.83272 0.46526
N -1.45249 -0.94535 0.65026
H 0.62095 -3.62342 -1.04383
H 0.37501 -3.32855 0.53531
H -1.25485 -4.89239 -0.43534
H -1.75295 -3.55695 -1.47702
H -1.78201 -3.47450 1.57642
H -3.17250 -3.88949 0.58673
H -3.39275 -1.57769 1.19427
H -3.02535 -1.64276 -0.52683
H -1.14933 -0.99210 1.62086
H -1.78946 0.00571 0.51217
O 3.43834 0.79006 -2.21649
S 2.14077 1.25016 -1.82756
O 1.88639 2.65840 -1.91396
O 1.78189 0.73775 -0.41365
O 1.03297 0.45581 -2.57939
Te -0.88632 2.33090 -0.84516
C -0.24171 4.01470 0.26315
C 0.36953 3.90554 1.50595
C 0.81509 5.04071 2.16909
C 0.65749 6.29040 1.58884
C 0.05183 6.40314 0.34601
C -0.39222 5.26885 -0.31871
C -2.79958 2.36637 0.09046
C -2.94689 2.02039 1.43239
C -4.18745 2.09729 2.04952
C -5.29563 2.51714 1.32600
C -5.15762 2.85742 -0.01172
C -3.91546 2.78212 -0.62863
H 0.51096 2.93681 1.96264
H 1.29367 4.94684 3.13585
H 1.01124 7.17538 2.10192
H -0.06680 7.37616 -0.11334
H -0.85342 5.35724 -1.29408
H -2.08079 1.71365 2.01156
H -4.28713 1.83522 3.09549
H -6.26318 2.58630 1.80640
H -6.01827 3.18664 -0.57993
H -3.81221 3.04339 -1.67488
Se -2.54720 0.97861 -4.28061
C -1.93098 0.09646 -2.90322
N -1.54231 -0.49426 -1.95658
*
```